DFT (ωB97M-V/def2-TZVPD) results for a cluster of 7 separate species, C25H65O9PS6 in total in a non-equilibrium geometry.

Cartesian coordinates (Å):
C (-3.949, 2.267, 2.016)
C (-2.615, 3.261, 2.174)
C (-1.415, 2.792, 1.110)
P (-0.188, 1.742, 2.200)
C (1.402, 1.313, 1.226)
C (1.160, 0.849, -0.327)
C (-0.089, -0.186, -0.560)
C (0.147, -1.704, 0.014)
C (0.210, -2.824, -1.223)
C (-0.365, -4.299, -0.801)
C (-0.068, -4.714, 0.760)
C (1.528, -4.690, 1.174)
O (2.438, -4.804, 0.007)
C (3.569, -3.885, 0.287)
C (-1.141, 0.111, 2.674)
O (-0.202, -0.914, 3.157)
O (0.697, -0.323, 3.936)
H (-3.689, 1.301, 1.381)
H (-4.842, 2.882, 1.557)
H (-4.304, 1.892, 3.073)
H (-2.978, 4.362, 1.986)
H (-2.246, 3.106, 3.287)
H (-1.951, 2.155, 0.287)
H (-0.911, 3.755, 0.674)
H (2.042, 2.320, 1.180)
H (2.088, 0.555, 1.839)
H (1.016, 1.762, -1.083)
H (2.145, 0.291, -0.685)
H (-0.216, -0.291, -1.742)
H (-1.127, 0.187, -0.164)
H (-0.819, -1.998, 0.637)
H (1.078, -1.836, 0.710)
H (1.342, -2.919, -1.578)
H (-0.398, -2.421, -2.166)
H (-1.550, -4.267, -0.939)
H (0.005, -5.177, -1.514)
H (-0.501, -5.813, 0.915)
H (-0.627, -4.031, 1.540)
H (1.765, -5.606, 1.893)
H (1.818, -3.705, 1.779)
H (3.249, -2.736, 0.248)
H (4.435, -3.995, -0.507)
H (3.932, -4.123, 1.395)
H (-1.877, -0.246, 1.837)
H (-1.824, 0.402, 3.606)
H (1.618, -0.683, 3.691)
C (-4.511, -4.624, 0.293)
S (-4.728, -3.138, -0.715)
O (-3.366, -2.682, -1.145)
C (-5.255, -2.069, 0.646)
H (-4.144, -5.429, -0.348)
H (-3.785, -4.434, 1.087)
H (-5.471, -4.916, 0.725)
H (-4.482, -2.038, 1.418)
H (-6.190, -2.447, 1.066)
H (-5.416, -1.061, 0.254)
C (-8.199, 1.360, -0.056)
S (-7.336, 1.092, 1.511)
O (-7.433, -0.370, 1.835)
C (-8.548, 1.957, 2.538)
H (-7.635, 0.866, -0.852)
H (-9.204, 0.935, -0.007)
H (-8.254, 2.431, -0.264)
H (-9.532, 1.495, 2.426)
H (-8.592, 3.008, 2.243)
H (-8.232, 1.888, 3.582)
C (8.128, -0.833, -1.546)
S (6.433, -0.797, -2.177)
O (5.519, -1.126, -1.035)
C (6.585, -2.283, -3.197)
H (8.256, -0.004, -0.847)
H (8.313, -1.777, -1.027)
H (8.829, -0.717, -2.376)
H (6.866, -3.136, -2.575)
H (7.338, -2.119, -3.972)
H (5.619, -2.481, -3.669)
C (-6.892, -1.638, -4.413)
S (-7.167, 0.138, -4.208)
O (-7.111, 0.437, -2.739)
C (-8.910, 0.111, -4.692)
H (-5.862, -1.866, -4.126)
H (-7.578, -2.199, -3.773)
H (-7.045, -1.913, -5.459)
H (-9.470, -0.558, -4.034)
H (-8.995, -0.223, -5.729)
H (-9.310, 1.124, -4.605)
C (4.735, 4.965, 3.099)
S (2.982, 4.600, 2.847)
O (2.369, 5.784, 2.158)
C (2.522, 4.690, 4.594)
H (5.227, 4.998, 2.124)
H (4.848, 5.932, 3.595)
H (5.188, 4.177, 3.705)
H (2.772, 5.674, 4.996)
H (3.049, 3.911, 5.150)
H (1.444, 4.527, 4.679)
C (10.609, 3.494, -4.095)
S (11.157, 2.455, -2.719)
O (10.593, 1.082, -2.939)
C (10.140, 3.265, -1.461)
H (11.093, 3.144, -5.009)
H (9.525, 3.422, -4.209)
H (10.899, 4.531, -3.907)
H (9.084, 3.207, -1.739)
H (10.445, 4.309, -1.362)
H (10.292, 2.752, -0.508)

The calculated total energy comes out at -119691.879 eV. The value obtained for the highest occupied orbital energy is -7.33 eV. The calculation puts the LUMO energy at 0.383 eV. As for the maximum force: 0.0997 Eh/bohr.

=====

DFT (ωB97M-V/def2-TZVPD) results for a cluster of 10 separate species, C23H62O13S10 in total in a non-equilibrium geometry.

Cartesian coordinates (Å):
C (4.749, 6.056, 0.696)
C (3.662, 5.573, 0.580)
C (2.428, 4.830, 0.243)
O (1.978, 5.226, -1.079)
S (3.083, 4.630, -2.175)
O (2.751, 5.152, -3.468)
O (2.744, 2.990, -2.144)
C (3.779, 2.286, -2.810)
O (4.652, 1.578, -1.961)
C (4.700, 2.043, -0.626)
H (5.748, 6.407, 0.732)
H (1.644, 5.143, 0.929)
H (2.571, 3.754, 0.329)
H (4.385, 2.948, -3.450)
H (3.314, 1.552, -3.468)
H (4.858, 3.124, -0.529)
H (3.819, 1.768, -0.035)
H (5.567, 1.563, -0.170)
C (-2.296, 1.695, -1.274)
S (-0.557, 2.133, -1.348)
O (-0.006, 1.888, 0.016)
C (-0.790, 3.893, -1.540)
H (-2.367, 0.621, -1.107)
H (-2.781, 2.219, -0.451)
H (-2.776, 1.952, -2.219)
H (-1.369, 4.288, -0.704)
H (-1.303, 4.093, -2.481)
H (0.197, 4.353, -1.559)
C (-1.159, -2.319, 2.180)
S (0.595, -1.927, 2.232)
O (1.103, -2.315, 3.581)
C (0.396, -0.144, 2.217)
H (-1.268, -3.403, 2.214)
H (-1.665, -1.875, 3.038)
H (-1.593, -1.940, 1.253)
H (-0.204, 0.176, 3.071)
H (-0.082, 0.153, 1.287)
H (1.383, 0.312, 2.275)
C (-3.677, -2.754, -1.832)
S (-4.774, -2.343, -0.477)
O (-4.012, -1.459, 0.457)
C (-4.793, -3.993, 0.235)
H (-3.484, -1.848, -2.407)
H (-2.742, -3.141, -1.443)
H (-4.153, -3.497, -2.473)
H (-3.777, -4.299, 0.484)
H (-5.235, -4.688, -0.479)
H (-5.398, -3.966, 1.139)
C (3.092, 10.431, -0.039)
S (4.837, 10.498, 0.393)
O (5.347, 9.103, 0.373)
C (4.588, 10.950, 2.116)
H (3.011, 10.122, -1.079)
H (2.581, 9.707, 0.597)
H (2.650, 11.420, 0.082)
H (3.980, 10.194, 2.613)
H (4.100, 11.924, 2.169)
H (5.563, 11.007, 2.596)
C (6.713, 5.237, -7.526)
S (5.843, 4.324, -6.242)
O (5.082, 3.236, -6.912)
C (4.671, 5.623, -5.837)
H (7.476, 4.587, -7.949)
H (6.012, 5.534, -8.307)
H (7.187, 6.116, -7.088)
H (4.099, 5.898, -6.724)
H (5.208, 6.490, -5.450)
H (3.996, 5.241, -5.070)
C (-2.708, -6.114, 5.551)
S (-1.456, -5.563, 4.389)
O (-1.847, -6.063, 3.037)
C (-0.150, -6.634, 5.001)
H (-3.637, -5.594, 5.325)
H (-2.861, -7.190, 5.452)
H (-2.391, -5.869, 6.566)
H (-0.466, -7.676, 4.936)
H (0.078, -6.370, 6.034)
H (0.732, -6.479, 4.382)
C (0.355, -6.276, -3.061)
S (-1.085, -6.011, -2.016)
O (-1.485, -4.583, -2.171)
C (-0.215, -6.150, -0.448)
H (0.041, -6.190, -4.100)
H (1.113, -5.523, -2.845)
H (0.752, -7.276, -2.884)
H (0.579, -5.404, -0.399)
H (0.200, -7.153, -0.351)
H (-0.928, -5.975, 0.356)
C (-3.061, -2.867, 9.126)
S (-2.008, -4.151, 9.815)
O (-1.820, -5.181, 8.759)
C (-3.224, -4.794, 10.974)
H (-2.505, -2.358, 8.341)
H (-3.962, -3.313, 8.705)
H (-3.322, -2.153, 9.908)
H (-4.115, -5.117, 10.434)
H (-3.479, -4.021, 11.698)
H (-2.783, -5.644, 11.491)
C (-6.512, -5.264, -6.583)
S (-5.252, -4.833, -5.374)
O (-5.896, -4.852, -4.034)
C (-5.097, -3.111, -5.868)
H (-6.791, -6.304, -6.426)
H (-7.387, -4.627, -6.448)
H (-6.108, -5.143, -7.588)
H (-6.063, -2.613, -5.780)
H (-4.737, -3.059, -6.896)
H (-4.378, -2.632, -5.207)

The calculated total energy comes out at -159815.391 eV. The value obtained for the highest occupied orbital energy is -7.90 eV. The calculation puts the LUMO energy at 0.570 eV. As for the maximum force: 0.0342 Eh/bohr.

=====

DFT (ωB97M-V/def2-TZVPD) results for the ion C3H6N with charge +1 in a non-equilibrium geometry.

Cartesian coordinates (Å):
C (-0.915, -0.339, -0.037)
C (-0.346, -1.510, 0.126)
C (1.100, 1.018, -0.030)
N (-0.172, 0.946, 0.193)
H (-1.839, 0.019, -0.473)
H (0.529, -1.721, 0.728)
H (-0.797, -2.338, -0.411)
H (1.471, 2.037, 0.017)
H (1.632, 0.081, -0.073)
H (-0.663, 1.807, -0.039)

The calculated total energy comes out at -4689.322 eV. The value obtained for the highest occupied orbital energy is -15.59 eV. The calculation puts the LUMO energy at -5.938 eV. As for the maximum force: 0.0483 Eh/bohr. The value obtained for the energy relative to the best compared isomer or geometry (same formula, charge and spin) is 76.72 kJ/mol. The SMILES is C=C[NH+]=C. Its net charge is +1.

=====

DFT (ωB97M-V/def2-TZVPD) results for a structure of composition C10H21N3PSc in a non-equilibrium geometry.

Cartesian coordinates (Å):
C (-0.406, -0.170, -3.917)
C (-1.215, 0.890, -3.377)
C (-0.343, 1.952, -2.962)
C (1.005, 1.565, -3.266)
C (0.978, 0.263, -3.873)
Sc (0.223, -0.014, -1.722)
P (-0.322, -2.749, -1.519)
H (-0.780, -1.102, -4.324)
H (-2.305, 0.928, -3.357)
H (-0.664, 2.922, -2.581)
H (1.839, -0.288, -4.244)
H (1.889, 2.205, -3.137)
H (0.730, -3.564, -2.034)
H (-1.382, -3.340, -2.285)
H (-0.541, -3.476, -0.309)
C (-1.579, 2.082, 2.229)
N (-0.695, 0.945, 2.449)
C (-0.137, 0.821, 3.792)
C (-0.156, 0.335, 1.384)
N (-0.504, 0.680, 0.140)
N (0.804, -0.620, 1.578)
C (0.608, -1.708, 2.526)
C (1.786, -0.845, 0.525)
H (-1.809, 2.504, 3.204)
H (-2.526, 1.771, 1.760)
H (-1.105, 2.870, 1.614)
H (-0.530, -0.054, 4.312)
H (0.959, 0.817, 3.787)
H (-0.466, 1.699, 4.346)
H (-1.256, 1.369, 0.114)
H (0.666, -2.678, 2.007)
H (1.389, -1.693, 3.300)
H (-0.374, -1.642, 3.013)
H (1.616, -1.798, 0.011)
H (1.814, 0.016, -0.162)
H (2.788, -0.896, 0.979)

The calculated total energy comes out at -45166.343 eV. The value obtained for the highest occupied orbital energy (alpha / beta) is -3.79 / -3.13 eV. The calculation puts the LUMO energy (alpha / beta) at 0.292 / 0.422 eV. As for the maximum force: 0.0479 Eh/bohr.

=====

DFT (ωB97M-V/def2-TZVPD) results for a structure of composition C22H45Cl2NO5S2Si2 in a non-equilibrium geometry.

Cartesian coordinates (Å):
C (3.951, -2.658, 1.234)
C (4.532, -1.390, 0.558)
C (4.671, -0.325, 1.635)
O (5.328, -0.551, 2.565)
O (4.090, 0.899, 1.512)
C (2.638, 0.833, 1.382)
C (2.263, 1.560, 0.078)
Si (0.553, 2.376, 0.075)
C (0.507, 3.486, 1.627)
C (-0.917, 3.987, 1.941)
O (-1.720, 4.107, 0.771)
C (-0.727, 1.025, 0.387)
C (-0.676, 0.433, 1.838)
C (-0.290, -1.059, 1.778)
S (-1.756, -2.113, 1.573)
C (-1.112, -3.738, 1.955)
S (0.418, -4.081, 1.461)
N (-1.932, -4.615, 2.622)
C (-2.389, -4.024, 3.908)
C (-3.932, -3.909, 3.900)
C (-1.329, -5.937, 2.809)
C (-2.335, -6.911, 3.461)
O (0.243, 3.399, -1.212)
Si (0.448, 2.850, -2.791)
C (2.328, 2.797, -3.085)
C (-0.393, 1.202, -3.153)
C (-1.888, 1.109, -2.781)
C (-2.265, -0.374, -2.464)
O (-2.734, 1.553, -3.836)
C (-0.204, 4.256, -3.902)
Cl (-1.851, 4.743, -3.304)
C (-0.203, 4.051, -5.446)
C (0.862, 3.118, -6.009)
Cl (-1.791, 3.552, -6.148)
H (2.985, -2.370, 1.649)
H (4.581, -2.952, 2.071)
H (3.854, -3.486, 0.536)
H (5.466, -1.590, 0.040)
H (3.785, -1.089, -0.184)
H (2.351, -0.219, 1.393)
H (2.251, 1.307, 2.283)
H (3.080, 2.252, -0.119)
H (2.271, 0.794, -0.710)
H (1.125, 4.376, 1.478)
H (0.850, 2.967, 2.523)
H (-0.877, 4.912, 2.523)
H (-1.403, 3.245, 2.593)
H (-2.313, 4.857, 0.900)
H (-1.753, 1.354, 0.224)
H (-0.554, 0.170, -0.272)
H (-1.652, 0.479, 2.324)
H (0.053, 0.930, 2.476)
H (0.376, -1.264, 0.940)
H (0.269, -1.378, 2.660)
H (-2.011, -3.009, 4.021)
H (-2.040, -4.579, 4.777)
H (-4.341, -3.857, 4.910)
H (-4.326, -4.776, 3.374)
H (-4.206, -2.999, 3.368)
H (-0.419, -5.911, 3.415)
H (-1.067, -6.378, 1.851)
H (-3.282, -6.873, 2.926)
H (-2.447, -6.668, 4.518)
H (-1.925, -7.919, 3.411)
H (2.641, 3.503, -3.851)
H (2.822, 3.133, -2.171)
H (2.690, 1.783, -3.271)
H (-0.291, 0.855, -4.186)
H (0.121, 0.454, -2.536)
H (-2.070, 1.748, -1.910)
H (-2.567, -0.508, -1.425)
H (-1.484, -1.064, -2.782)
H (-3.144, -0.619, -3.063)
H (-3.550, 1.849, -3.415)
H (0.415, 5.132, -3.698)
H (-0.024, 5.026, -5.895)
H (1.858, 3.523, -5.834)
H (0.772, 2.077, -5.709)
H (0.746, 3.132, -7.094)

The calculated total energy comes out at -97744.781 eV. The value obtained for the highest occupied orbital energy is -8.48 eV. The calculation puts the LUMO energy at 0.188 eV. As for the maximum force: 0.0752 Eh/bohr.